ORCA calculation (the ωB97M-V functional and the def2-TZVPD basis) on C29H57BN6OPb as an isolated structure in a non-equilibrium geometry.

Summary:
gap between HOMO and LUMO: 5.46 eV
total charge: 0

Element x y z (Å)
C  -25.817  -1.128  -5.651
C  -27.440  -8.993  -7.718
H  -28.890  -5.876  -4.969
H  -25.545  -9.771  -3.233
H  -24.706  -1.828  -3.960
H  -27.814  -4.426  -6.351
C  -28.682  -4.386  -7.006
H  -28.147  -8.059  -5.362
H  -30.796  -8.407  -7.959
H  -27.889  -0.507  -9.136
H  -29.349  -3.596  -6.648
C  -27.207  -5.671  -12.157
C  -29.725  -6.081  -5.647
H  -23.484  -11.749  -7.542
H  -28.822  -6.142  -13.335
H  -24.650  -10.644  -6.923
C  -26.881  -1.978  -10.163
H  -31.607  -4.391  -11.415
H  -29.155  -9.456  -5.685
H  -24.040  -9.103  -3.710
N  -26.680  -3.082  -10.384
H  -28.367  1.882  -9.958
C  -27.130  -0.567  -9.922
C  -22.694  -9.787  -7.008
H  -24.865  -11.076  -9.469
N  -26.237  -5.985  -11.634
H  -29.257  -4.090  -11.070
H  -29.680  -8.567  -9.338
C  -30.933  -4.736  -12.198
N  -25.701  -3.212  -7.225
C  -29.537  -4.978  -11.636
H  -22.320  -4.247  -10.392
C  -25.741  -1.527  -4.155
H  -28.300  -4.549  -13.512
H  -26.944  2.205  -10.895
C  -25.115  -8.984  -3.858
H  -29.884  -9.887  -8.240
H  -27.725  -2.299  -4.084
H  -28.470  2.100  -11.716
H  -23.362  -5.794  -9.837
H  -26.960  0.023  -11.979
O  -27.936  -6.431  -8.887
N  -24.885  -7.959  -9.411
C  -28.501  -5.287  -12.729
C  -25.734  -2.300  -6.536
H  -23.482  -4.098  -8.935
C  -29.830  -8.794  -8.281
H  -26.185  -0.182  -9.529
C  -25.552  -7.601  -3.334
H  -26.560  -8.713  -7.128
H  -28.534  -0.333  -11.576
H  -25.035  -0.431  -5.940
H  -25.365  -7.535  -2.263
H  -27.616  -10.063  -7.570
C  -29.384  -5.754  -7.102
H  -27.069  -8.912  -8.742
C  -24.096  -10.413  -9.056
C  -24.736  -6.485  -3.980
C  -29.018  -8.400  -5.936
H  -29.527  -5.845  -10.976
H  -25.794  -0.577  -3.619
H  -31.233  -6.484  -7.974
C  -23.784  -10.699  -7.583
H  -22.785  -9.698  -5.928
H  -30.258  -7.793  -4.367
N  -25.121  -6.181  -6.536
H  -26.798  -0.668  -5.785
C  -26.728  -2.581  -3.725
H  -28.354  -4.092  -8.007
H  -25.415  -9.185  -4.885
H  -31.257  -4.739  -7.640
B  -23.325  -4.634  -9.963
H  -26.589  -3.559  -4.193
H  -24.872  -5.530  -3.467
H  -30.927  -4.002  -13.005
H  -30.530  -5.438  -5.272
H  -24.241  -4.391  -10.642
C  -30.636  -5.576  -7.978
C  -24.952  -6.322  -5.411
H  -31.347  -5.665  -12.599
Pb  -25.689  -5.344  -9.112
H  -26.617  -7.504  -3.538
N  -28.500  -6.774  -7.656
H  -23.656  -6.657  -3.895
H  -21.687  -10.144  -7.231
C  -27.662  0.169  -11.151
C  -24.576  -9.049  -9.267
H  -30.317  -5.294  -8.982
H  -23.258  -10.681  -9.703
C  -27.887  1.653  -10.911
H  -31.121  -7.668  -5.909
C  -28.695  -8.202  -7.422
H  -26.767  -2.714  -2.646
C  -30.149  -7.537  -5.426
H  -22.770  -8.794  -7.456